{"formula": "C38H107BeF6N9O11P", "method": "the ωB97M-V functional and the def2-TZVPD basis", "species": ["Be", "P", "F", "F", "F", "F", "F", "F", "C", "C", "C", "O", "C", "N", "H", "H", "H", "H", "H", "H", "H", "H", "H", "H", "H", "C", "C", "C", "O", "C", "N", "H", "H", "H", "H", "H", "H", "H", "H", "H", "H", "H", "C", "C", "C", "O", "C", "N", "H", "H", "H", "H", "H", "H", "H", "H", "H", "H", "H", "C", "C", "C", "O", "C", "N", "H", "H", "H", "H", "H", "H", "H", "H", "H", "H", "H", "C", "C", "C", "O", "C", "N", "H", "H", "H", "H", "H", "H", "H", "H", "H", "H", "H", "C", "C", "C", "O", "C", "N", "H", "H", "H", "H", "H", "H", "H", "H", "H", "H", "H", "C", "C", "C", "O", "C", "N", "H", "H", "H", "H", "H", "H", "H", "H", "H", "H", "H", "C", "C", "C", "O", "C", "N", "H", "H", "H", "H", "H", "H", "H", "H", "H", "H", "H", "C", "C", "C", "O", "C", "N", "H", "H", "H", "H", "H", "H", "H", "H", "H", "H", "H", "C", "O", "H", "H", "H", "H", "C", "O", "H", "H", "H", "H"], "coordinates": [[1.34319, -1.57656, -3.37191], [-0.20608, -0.38691, 0.39087], [0.80444, -1.57259, 0.90466], [0.17731, -0.64831, -1.19524], [-1.42895, -1.44360, 0.22789], [-1.12274, 0.94840, -0.08546], [-0.65666, -0.12277, 1.95164], [1.07716, 0.60245, 0.53876], [-0.42044, -4.47826, -5.37223], [-0.29624, -3.01160, -5.85713], [-1.30770, -2.01458, -5.24900], [-1.20455, -2.07874, -3.83613], [-2.19642, -1.33201, -3.18211], [1.09493, -2.57564, -5.69776], [0.03226, -5.22780, -6.02136], [-1.47433, -4.74611, -5.44766], [-0.11454, -4.70764, -4.35150], [-0.47117, -3.09576, -6.92970], [-2.28897, -2.28074, -5.64190], [-1.11511, -1.04103, -5.69979], [-2.03411, -0.27838, -3.40932], [-2.17966, -1.47570, -2.10176], [-3.15060, -1.71759, -3.54121], [1.59279, -3.29497, -6.20251], [1.27849, -1.82780, -6.35133], [4.16772, 0.56629, -0.09157], [3.69530, 0.19064, -1.51137], [4.94370, -0.20179, -2.38075], [5.71623, -1.26670, -1.76828], [6.82086, -1.64340, -2.55027], [2.85701, -0.97745, -1.25383], [4.67128, -0.23089, 0.45526], [3.41355, 0.88899, 0.62620], [4.88169, 1.38479, -0.18320], [3.18339, 1.00558, -2.02315], [5.50468, 0.71172, -2.57807], [4.66275, -0.41566, -3.41198], [7.46357, -2.39872, -2.09806], [7.42048, -0.77367, -2.81885], [6.50162, -2.06426, -3.50372], [2.34675, -0.64721, -0.44719], [3.46670, -1.66764, -0.83908], [-1.81159, 6.10491, -2.56303], [-0.44479, 5.95696, -3.28284], [0.64705, 5.12190, -2.55098], [0.23074, 3.74304, -2.50578], [1.14225, 2.89899, -1.78840], [-0.66088, 5.31535, -4.54327], [-1.66164, 6.55398, -1.58122], [-2.35832, 5.17906, -2.38419], [-2.48757, 6.74606, -3.12877], [-0.00717, 6.94750, -3.40698], [0.77594, 5.57694, -1.56893], [1.60829, 5.10446, -3.06462], [2.18743, 2.92844, -2.09636], [0.72019, 1.89476, -1.82685], [1.13878, 3.25597, -0.75852], [-1.15228, 5.96472, -5.14072], [0.23753, 5.23979, -4.99851], [4.37148, -5.21152, -3.23362], [3.02368, -4.40499, -3.37508], [2.03120, -4.49888, -2.19995], [0.84579, -3.74109, -2.44584], [-0.25377, -4.15523, -1.65900], [3.51986, -3.02344, -3.49326], [4.86666, -5.02121, -4.18581], [4.10053, -6.26012, -3.11068], [4.92358, -4.87982, -2.35427], [2.52706, -4.72988, -4.28936], [2.51543, -4.17789, -1.27767], [1.90415, -5.54332, -1.91521], [-0.34231, -5.23592, -1.77018], [-1.14737, -3.67926, -2.06278], [-0.19978, -3.86408, -0.60999], [4.31799, -2.87056, -2.89349], [3.90596, -2.88201, -4.41578], [-4.58728, -1.16542, 1.96590], [-5.63577, -1.65160, 2.88527], [-5.52816, -1.05099, 4.31816], [-4.35500, -1.49357, 5.01933], [-4.45985, -2.84247, 5.59344], [-6.83879, -1.20319, 2.20403], [-4.68949, -0.11666, 1.68710], [-4.69111, -1.61968, 0.98051], [-3.57794, -1.37565, 2.31964], [-5.62956, -2.74134, 2.90850], [-6.42100, -1.32839, 4.87850], [-5.46661, 0.03079, 4.19959], [-4.64403, -3.55729, 4.79144], [-5.18918, -2.95512, 6.39563], [-3.44481, -3.01899, 5.94931], [-7.66348, -1.68314, 2.53514], [-6.69078, -1.59132, 1.28340], [1.60309, 1.44818, 4.11655], [2.34342, 2.55789, 3.32883], [3.84271, 2.28432, 3.15170], [4.57437, 2.64857, 4.31464], [5.94056, 2.40247, 4.14662], [1.75572, 2.74468, 1.99605], [1.90178, 1.43121, 5.16469], [1.67711, 0.44114, 3.70607], [0.52996, 1.63385, 4.07135], [2.18097, 3.44668, 3.93857], [4.21340, 2.82939, 2.28360], [4.02334, 1.23750, 2.90747], [6.25309, 2.62325, 3.12600], [6.17455, 1.37447, 4.42333], [6.44550, 3.06804, 4.84673], [0.84009, 3.16587, 2.06176], [1.59640, 1.83215, 1.59355], [1.37767, -5.17506, 2.25819], [2.18641, -4.59951, 3.41161], [3.49716, -5.40806, 3.82462], [3.10137, -6.71657, 4.23848], [4.11527, -7.67719, 4.36456], [2.60738, -3.23958, 2.94934], [1.10217, -6.15885, 2.63812], [1.98391, -5.23547, 1.35436], [0.49454, -4.61991, 1.94198], [1.48445, -4.52355, 4.24202], [3.86762, -4.90602, 4.71838], [4.30680, -5.35048, 3.09713], [4.65865, -7.31645, 5.23790], [4.78155, -7.75470, 3.50539], [3.78598, -8.70090, 4.54259], [1.83521, -2.58950, 2.91415], [3.23722, -2.84353, 3.63238], [-0.32601, 5.60524, 1.19168], [-1.48601, 4.91963, 1.99137], [-2.33657, 3.89046, 1.17034], [-3.11788, 4.37873, 0.02974], [-3.95610, 5.50488, 0.20092], [-0.86358, 4.19360, 3.05777], [0.20724, 4.87601, 0.58178], [0.40484, 6.06188, 1.85910], [-0.73319, 6.35672, 0.51524], [-2.19428, 5.59423, 2.47237], [-2.98777, 3.37023, 1.87277], [-1.61247, 3.18309, 0.76610], [-4.22187, 5.75515, -0.82612], [-3.41553, 6.33639, 0.65312], [-4.82162, 5.24374, 0.80985], [-1.48574, 3.73385, 3.70711], [-0.58991, 4.94193, 3.67842], [-4.34281, 1.72175, -1.02500], [-3.65447, 2.03949, -2.40046], [-4.38531, 3.06655, -3.23862], [-3.58926, 3.33690, -4.38704], [-4.06102, 4.50030, -5.09246], [-2.28283, 2.47255, -2.04117], [-4.54620, 2.55783, -0.35590], [-3.68034, 1.08977, -0.43354], [-5.13311, 0.99670, -1.21954], [-3.54596, 1.13159, -2.99378], [-4.53402, 3.97213, -2.65046], [-5.39963, 2.79477, -3.53083], [-3.27292, 4.87831, -5.74369], [-4.36453, 5.32796, -4.45139], [-4.88973, 4.27887, -5.76500], [-2.41393, 3.21061, -1.36427], [-1.85313, 1.74122, -1.49289], [-1.19649, -2.20733, 4.25565], [0.06672, -1.64792, 4.13955], [-1.84083, -1.37872, 4.54945], [-1.47755, -2.68323, 3.31617], [-1.26291, -2.95457, 5.04642], [-0.04883, -1.01031, 3.43125], [-2.72972, 1.52682, 4.08122], [-2.63716, 2.74638, 4.71618], [-3.43489, 1.55077, 3.25040], [-1.80395, 1.06648, 3.73604], [-3.21080, 0.85208, 4.78930], [-2.20815, 2.65626, 5.57026]], "e_tot_ev": -103051.4684, "total_charge": 2, "spin_multiplicity": 2, "orbital_gap_ev": [4.018, 3.766], "fmax_ev_per_a": 4.00}

---

{"formula": "C38H109N5O23", "method": "the ωB97M-V functional and the def2-TZVPD basis", "species": ["C", "C", "C", "O", "C", "N", "H", "H", "H", "H", "H", "H", "H", "H", "H", "H", "H", "C", "C", "C", "O", "C", "N", "H", "H", "H", "H", "H", "H", "H", "H", "H", "H", "H", "C", "C", "C", "O", "C", "N", "H", "H", "H", "H", "H", "H", "H", "H", "H", "H", "H", "C", "C", "C", "O", "C", "N", "H", "H", "H", "H", "H", "H", "H", "H", "H", "H", "H", "C", "C", "C", "O", "C", "N", "H", "H", "H", "H", "H", "H", "H", "H", "H", "H", "H", "C", "C", "O", "O", "H", "H", "H", "H", "H", "H", "C", "C", "O", "O", "H", "H", "H", "H", "H", "H", "C", "C", "O", "O", "H", "H", "H", "H", "H", "H", "C", "C", "O", "O", "H", "H", "H", "H", "H", "H", "C", "C", "O", "O", "H", "H", "H", "H", "H", "H", "C", "C", "O", "O", "H", "H", "H", "H", "H", "H", "C", "C", "O", "O", "H", "H", "H", "H", "H", "H", "C", "C", "O", "O", "H", "H", "H", "H", "H", "H", "C", "C", "O", "O", "H", "H", "H", "H", "H", "H"], "coordinates": [[-10.92359, 0.40022, -3.13827], [-10.48080, -0.76648, -4.11922], [-9.08155, -1.24970, -3.85403], [-8.15994, -0.23133, -4.18980], [-6.81237, -0.65656, -3.83289], [-11.47371, -1.77775, -3.96253], [-10.75423, 0.01172, -2.13404], [-11.97972, 0.66895, -3.11643], [-10.38681, 1.34452, -3.22930], [-10.44767, -0.39065, -5.14184], [-8.95735, -2.20423, -4.36543], [-9.07107, -1.46908, -2.78638], [-6.06909, 0.07711, -4.14492], [-6.56626, -1.64854, -4.21169], [-6.80150, -0.70970, -2.74424], [-11.73445, -1.76013, -2.98693], [-12.38298, -1.50681, -4.30881], [-5.96727, 0.86541, 2.63087], [-6.43154, -0.21155, 3.62241], [-5.86705, -1.60193, 3.34013], [-6.31216, -2.14490, 2.08850], [-5.47358, -3.15893, 1.66717], [-6.06203, 0.30499, 4.95880], [-4.89121, 1.03628, 2.59914], [-6.39375, 1.82304, 2.92945], [-6.37944, 0.48819, 1.69498], [-7.51788, -0.26826, 3.55356], [-6.28584, -2.22379, 4.13134], [-4.78517, -1.59388, 3.47265], [-4.52819, -2.67826, 1.41557], [-5.86100, -3.63940, 0.76876], [-5.46242, -3.90513, 2.46163], [-6.64869, -0.19206, 5.61369], [-6.26229, 1.27194, 5.17093], [2.98691, 5.08877, -5.53347], [3.86089, 4.17656, -4.71911], [4.76656, 4.96960, -3.66691], [5.50455, 6.06245, -4.24462], [6.34629, 6.72546, -3.29171], [3.00125, 3.11467, -4.12809], [2.22719, 5.44937, -4.84000], [2.49910, 4.59260, -6.37249], [3.58809, 5.90333, -5.93742], [4.52269, 3.68976, -5.43546], [5.51219, 4.27227, -3.28497], [4.07470, 5.27764, -2.88299], [5.75563, 7.19131, -2.50291], [6.82162, 7.55876, -3.80917], [7.01582, 6.02649, -2.79045], [2.32168, 3.58179, -3.54494], [2.41383, 2.74000, -4.85930], [4.77208, -4.94717, 4.84970], [3.93325, -3.64498, 5.14420], [3.76400, -3.48640, 6.72029], [3.11324, -2.24153, 6.96163], [3.53245, -1.31202, 7.95330], [4.70125, -2.53821, 4.54436], [4.76007, -5.30825, 3.82132], [4.41074, -5.81288, 5.40476], [5.82658, -4.82084, 5.09497], [3.01192, -3.74212, 4.56992], [4.74795, -3.46872, 7.18895], [3.10237, -4.24312, 7.14185], [4.47087, -0.81270, 7.71214], [3.60017, -1.86263, 8.89156], [2.71290, -0.68154, 8.29817], [4.04020, -1.78540, 4.67240], [4.68351, -2.71083, 3.54938], [9.74930, 2.86803, -0.22202], [8.26725, 2.74730, 0.21536], [7.57044, 1.40805, -0.09831], [7.53740, 1.04954, -1.41589], [6.51924, 0.16378, -1.71472], [8.26960, 3.15323, 1.57615], [10.19583, 3.85661, -0.11519], [9.78137, 2.65483, -1.29049], [10.41475, 2.21089, 0.33785], [7.87829, 3.51109, -0.45802], [6.57432, 1.65279, 0.27041], [7.88720, 0.56589, 0.51694], [6.79893, -0.81740, -1.33112], [6.31278, 0.15854, -2.78498], [5.61888, 0.50823, -1.20598], [7.35460, 3.16060, 2.00373], [8.66863, 2.36913, 2.07221], [2.89934, 5.23131, 2.48400], [3.18520, 4.40865, 3.72498], [4.61292, 4.38535, 3.99461], [1.59571, 4.85562, 2.01964], [3.58931, 5.12746, 1.64659], [2.64392, 6.25490, 2.75808], [2.81582, 3.38594, 3.80063], [2.67003, 4.80153, 4.60153], [4.66208, 4.32697, 4.95157], [1.83219, 4.15269, 1.41008], [-1.83712, 3.02021, -5.14770], [-1.63284, 1.71879, -5.89409], [-0.34203, 1.64819, -6.56623], [-1.42196, 2.88537, -3.82752], [-2.88438, 3.31932, -5.10460], [-1.25653, 3.78771, -5.65953], [-2.40458, 1.74811, -6.66328], [-1.81976, 0.82640, -5.29677], [-0.25486, 0.97465, -7.24471], [-1.48017, 3.74789, -3.41006], [-0.66537, -0.19219, -0.21082], [0.88838, -0.14535, -0.10190], [1.28494, 1.20870, -0.31252], [-1.21206, -0.37840, -1.51776], [-1.21301, 0.59849, 0.30202], [-0.96043, -1.03886, 0.40900], [1.35643, -0.78005, -0.85435], [1.16525, -0.59840, 0.85004], [1.70646, 1.25450, -1.17381], [-1.35077, 0.45696, -1.96999], [-0.90766, -3.86521, 5.19473], [-0.88549, -5.23808, 4.43714], [-1.36014, -6.32499, 5.18003], [-0.68777, -2.85052, 4.26792], [-0.20269, -3.67641, 6.00435], [-1.94085, -3.77229, 5.52936], [0.14330, -5.47549, 4.16632], [-1.36191, -5.11504, 3.46452], [-0.65309, -6.57016, 5.78134], [-0.90891, -2.03026, 4.71497], [-3.00807, 6.51180, -0.47451], [-3.29169, 5.39534, 0.59730], [-2.39335, 5.47172, 1.70226], [-1.97417, 6.09796, -1.32836], [-2.72976, 7.43632, 0.03136], [-3.89296, 6.69575, -1.08380], [-3.09811, 4.45641, 0.07862], [-4.29071, 5.42969, 1.03191], [-1.50386, 5.30502, 1.38192], [-1.51144, 6.87053, -1.66096], [2.72730, -2.33953, -5.74980], [3.17912, -3.74935, -5.27443], [4.24252, -3.72978, -4.34558], [1.95597, -2.45502, -6.87639], [3.56757, -1.65556, -5.86907], [2.15385, -1.87316, -4.94871], [3.39442, -4.31827, -6.17891], [2.38914, -4.17793, -4.65771], [5.07313, -3.91244, -4.79090], [1.32285, -3.16544, -6.74970], [-1.61411, 3.41035, 6.35949], [-1.24736, 2.13601, 5.54461], [-2.01725, 1.05256, 5.97509], [-2.72014, 4.07468, 5.68199], [-0.80150, 4.13120, 6.44971], [-1.82751, 3.16929, 7.40086], [-0.19193, 1.87265, 5.61400], [-1.40746, 2.23478, 4.47096], [-2.96027, 1.21954, 5.90853], [-2.46318, 4.39805, 4.81539], [2.06624, -5.50692, -0.51107], [2.46794, -6.97121, -0.76248], [1.39957, -7.85848, -0.92211], [3.19551, -4.64678, -0.53744], [1.45067, -5.37718, 0.37907], [1.43488, -5.13287, -1.31703], [3.20442, -7.24620, -0.00744], [3.06363, -6.83007, -1.66432], [1.26047, -8.25987, -0.06122], [3.44663, -4.49633, -1.45172], [-3.24062, -6.44946, -3.43653], [-2.52351, -5.23281, -2.93580], [-3.27839, -4.07818, -3.15329], [-3.12278, -6.59903, -4.87539], [-4.30918, -6.46709, -3.22212], [-2.78914, -7.32470, -2.96938], [-1.54674, -5.09237, -3.39873], [-2.44194, -5.18108, -1.85009], [-2.82802, -3.38275, -2.66839], [-3.96623, -6.45891, -5.31192]], "e_above_lowest_kj_mol": 701.2, "e_tot_ev": -95703.9794, "spin_multiplicity": 1, "orbital_gap_ev": 9.467, "fmax_ev_per_a": 3.19}